(1)
{"formula": "C42H40CdN3O6PS4", "method": "the ωB97M-V functional and the def2-TZVPD basis", "symbols": ["H", "O", "H", "H", "N", "C", "H", "C", "H", "H", "N", "H", "O", "C", "C", "H", "C", "H", "H", "C", "H", "H", "C", "C", "C", "O", "C", "C", "O", "H", "C", "C", "H", "H", "C", "C", "H", "N", "H", "C", "H", "C", "H", "C", "H", "S", "H", "S", "C", "C", "H", "H", "C", "H", "H", "C", "H", "H", "C", "C", "C", "C", "H", "H", "S", "C", "C", "H", "H", "C", "H", "O", "Cd", "H", "H", "C", "C", "C", "C", "P", "C", "H", "C", "H", "H", "H", "H", "H", "C", "O", "C", "C", "C", "C", "S", "C", "C"], "positions_angstrom": [[0.8108, 0.8646, 6.4034], [2.3594, -4.2825, -3.0305], [2.5148, 5.2824, 2.4318], [-5.0116, 2.4735, -4.5032], [2.9447, 4.7107, 0.4600], [-2.0873, 4.1472, 0.2373], [0.4532, -2.8562, 4.2597], [3.4650, -1.1459, 0.9867], [6.4532, 4.7563, 2.2127], [-0.1524, 1.1809, 2.9715], [-3.2400, 1.0795, 1.1121], [1.4033, 5.9004, 1.2045], [4.9027, -2.9174, -3.6507], [3.7540, 3.6690, 0.7957], [4.6430, -1.6158, 0.4454], [3.3719, -0.1009, 1.2623], [3.9417, -2.4324, -3.0475], [-1.1425, 0.0378, 3.8702], [-0.8962, -2.5689, -0.3419], [2.3655, -1.9901, 1.1650], [-0.2032, 4.0434, 2.9951], [0.6053, 4.9770, -1.6848], [2.3181, 2.8348, -3.5574], [-2.1991, 3.1564, -2.5627], [3.2280, -1.2203, 5.3258], [0.5052, -2.1346, -2.0591], [2.6337, -3.0986, -2.8018], [-2.5588, 4.3140, -3.1774], [-1.4067, 1.3139, -1.5065], [5.1171, 2.9528, 2.0091], [1.2707, -4.2527, 0.8726], [0.2315, 2.9398, -2.2868], [-2.0319, 5.2462, -3.0624], [5.0593, 5.5594, 2.9554], [0.9468, 4.1017, -2.2169], [5.4052, 5.0176, 2.0700], [3.6936, -4.7982, -0.1420], [4.6196, 3.8193, 1.8565], [-2.8671, 1.1643, 0.1660], [-0.4588, -2.7638, 3.6832], [5.4724, -0.9407, 0.2806], [-0.3217, 0.7503, 3.9597], [5.6451, -3.3216, -0.3688], [2.5424, -0.9215, -1.8923], [4.1263, -1.7221, 5.6592], [1.0116, 1.7666, -3.2642], [-4.1512, 4.9291, -4.5777], [0.1134, 2.9769, 0.8259], [-4.1697, 2.8635, -3.9624], [1.6277, -0.7939, 3.5661], [-1.6615, -3.6789, 5.2078], [-2.5013, 1.4075, 1.7285], [-1.5902, -2.1818, 1.5991], [-2.5197, -1.8420, -0.2705], [0.3936, -3.8283, 0.3909], [0.9181, 0.0548, 4.4276], [3.3182, -2.0809, 3.3761], [5.3380, 5.6769, 1.2061], [2.4467, 5.6744, 1.4161], [3.8783, -1.0616, -2.4621], [-1.8085, 4.5033, 1.5758], [2.7767, -1.4188, 4.0343], [-3.7244, -2.4387, 1.6829], [-0.6203, 1.5359, 4.6537], [3.6920, 2.2528, -0.0368], [2.1541, 4.0360, -2.9427], [-0.6561, 3.9478, 2.0281], [-3.3407, 0.0832, 1.2856], [2.2969, 4.4343, -0.2700], [2.4337, -3.3179, 0.7447], [2.8588, -0.2513, 7.1993], [4.7797, -0.2174, -2.4947], [-0.0837, -0.3500, -0.7065], [-3.7735, -3.3315, 3.9608], [2.8691, 4.8407, -2.9832], [-1.6449, -3.2170, 4.2287], [-0.4176, -2.1926, 2.4120], [-2.8000, -2.5289, 2.2413], [1.3701, 0.2283, 5.7281], [0.9341, -1.0973, 1.8778], [-1.5360, -1.8794, 0.2009], [1.0253, -4.4289, 1.9206], [-3.7036, 4.1399, -3.9920], [1.4964, -5.2031, 0.3933], [-2.9734, 4.4528, -0.2867], [3.1467, 2.4977, -4.1469], [3.0181, 6.6059, 1.3595], [-2.4367, 5.1541, 2.1602], [2.5181, -0.3991, 6.1825], [2.0726, 0.0493, -1.2169], [4.7281, -2.9460, 0.0639], [3.6323, -3.7765, 0.2061], [1.7578, -2.0719, -2.2471], [-2.8294, -3.0352, 3.5173], [-3.2208, 1.8369, -2.9461], [-1.1431, 3.3338, -0.3052], [-1.1085, 2.6438, -1.6518]], "forces_ev_per_a": [[-0.05, 0.08, -0.01], [0.20, 0.79, 0.14], [-0.03, 0.00, 0.05], [-0.18, -0.06, -0.11], [0.11, -0.02, 0.05], [0.05, -0.13, -0.26], [-0.01, 0.07, 0.05], [-0.09, -0.11, 0.10], [0.01, -0.02, 0.00], [-0.14, 0.04, 0.03], [-0.19, 0.03, 0.00], [-0.03, -0.08, -0.03], [-0.83, 0.39, 0.64], [0.09, -0.27, -0.14], [0.14, 0.09, 0.13], [0.08, -0.02, -0.07], [1.10, -0.47, -0.75], [-0.13, -0.02, -0.06], [-0.09, -0.29, -0.06], [-0.07, 0.15, -0.15], [0.06, 0.04, 0.27], [-0.08, 0.06, 0.15], [-0.19, -0.27, -0.17], [-0.28, -0.39, -0.01], [0.08, -0.07, 0.13], [0.37, -0.14, 0.00], [-0.43, -1.04, -0.23], [0.22, -0.03, 0.21], [1.08, -0.78, 0.48], [-0.11, 0.12, -0.11], [0.01, -0.08, -0.02], [0.07, -0.28, -0.17], [0.14, 0.12, 0.02], [0.11, 0.13, -0.04], [-0.13, -0.10, -0.05], [-0.22, 0.21, 0.16], [-0.04, -0.09, -0.04], [-0.03, -0.02, 0.16], [0.06, -0.04, 0.06], [-0.08, -0.17, 0.09], [-0.02, 0.03, -0.02], [-0.04, 0.01, 0.02], [0.01, -0.05, -0.12], [-0.22, -0.40, -0.05], [0.06, -0.02, 0.05], [-0.02, 0.74, 0.04], [-0.04, 0.09, -0.06], [-0.43, 0.31, 0.18], [0.08, -0.36, 0.16], [0.06, 0.18, -0.05], [0.04, 0.02, 0.05], [-0.02, -0.06, -0.03], [0.15, -0.21, 0.64], [0.07, 0.06, -0.04], [-0.09, -0.12, -0.03], [0.09, 0.04, -0.03], [0.10, -0.04, -0.02], [0.00, 0.08, -0.05], [0.24, 0.26, 0.06], [0.46, 0.90, -0.03], [0.15, 0.10, 0.25], [-0.03, -0.04, -0.10], [-0.03, -0.02, -0.09], [0.00, 0.05, 0.00], [-0.02, -0.25, -0.20], [0.10, 0.07, -0.21], [0.23, -0.27, -0.10], [0.14, 0.09, 0.02], [0.13, 0.02, 0.04], [0.02, 0.03, 0.19], [-0.01, 0.04, 0.06], [-0.44, -0.46, 0.06], [-0.55, 0.36, 0.00], [-0.03, 0.02, -0.01], [0.17, 0.07, -0.04], [0.05, -0.04, 0.13], [-0.38, 0.29, -0.42], [0.00, 0.06, -0.17], [0.02, 0.06, 0.13], [0.34, -0.39, 0.41], [0.01, 0.31, -0.43], [-0.05, -0.06, -0.02], [-0.22, 0.12, -0.16], [0.00, -0.05, -0.05], [-0.15, 0.05, -0.22], [0.25, -0.08, -0.06], [-0.06, 0.07, 0.14], [-0.09, 0.05, 0.17], [0.08, -0.03, 0.09], [0.01, -0.16, -0.08], [0.09, -0.05, 0.10], [0.17, -0.08, 0.00], [-0.18, 0.38, -0.12], [-0.04, -0.08, 0.12], [-0.75, 0.57, -0.73], [0.01, 0.09, 0.13], [0.04, 0.36, 0.07]], "lowdin_charge": [0.100, 0.036, 0.083, 0.042, -0.062, -0.121, 0.103, -0.156, 0.076, 0.018, 0.053, 0.072, 0.051, -0.896, -0.081, 0.051, -0.298, 0.081, -0.008, -0.350, 0.057, 0.111, -0.389, -0.439, -0.099, -0.115, -0.321, -0.133, -0.448, 0.094, -0.030, -0.469, 0.105, 0.068, -0.180, -0.112, 0.110, -0.077, -0.022, -0.120, 0.108, -0.067, 0.108, -0.364, 0.093, 1.110, 0.082, 1.038, -0.424, -0.309, 0.084, -0.011, -0.372, 0.038, 0.060, -0.280, 0.101, 0.079, -0.106, -0.332, -0.193, -0.086, 0.101, 0.076, 0.770, -0.217, -0.416, -0.022, 0.042, -0.257, 0.089, 0.022, 1.362, 0.088, 0.094, -0.118, -0.356, -0.076, -0.064, 1.094, -0.222, 0.075, -0.221, 0.080, 0.111, 0.064, 0.068, 0.090, -0.108, -0.264, -0.078, -0.054, -0.334, -0.119, 1.097, -0.441, -0.697], "homo_ev": -1.6, "spin_multiplicity": 1, "largest_force_ev_per_a": 1.42, "lumo_energy_ha": 0.1381, "total_charge": -2, "energy_ha": -4342.082706}


(2)
{"formula": "C21H26N2O6", "method": "the ωB97M-V functional and the def2-TZVPD basis", "symbols": ["H", "C", "C", "C", "H", "O", "C", "N", "H", "C", "H", "C", "C", "H", "C", "H", "O", "H", "H", "H", "C", "H", "C", "H", "H", "H", "C", "C", "H", "H", "H", "C", "C", "C", "O", "O", "H", "N", "H", "H", "H", "C", "O", "C", "H", "C", "C", "H", "C", "O", "H", "H", "H", "H", "C"], "positions_angstrom": [[0.9602, 5.3392, -1.7668], [-0.1698, 1.3394, -2.2841], [0.1363, -5.0026, -2.4044], [-0.4648, -3.4867, 5.2679], [1.0845, -2.7501, 6.5854], [1.5923, 2.0197, 1.7325], [0.9609, 2.5592, 0.8351], [1.1689, 2.2199, -0.4373], [-2.6772, 2.4574, -1.4453], [0.1794, -2.8930, -1.0759], [-1.5057, -5.7828, -0.4296], [0.8747, -1.5125, 4.8482], [-1.5230, -4.0253, 0.8272], [-2.2049, -4.4597, 1.5488], [0.5589, 3.7337, -3.9440], [1.8658, 1.5014, -0.5730], [1.4344, -5.3931, -2.4515], [0.4394, -0.4624, 3.0129], [1.8637, -5.0631, -1.6515], [2.4073, 4.5024, -1.1589], [-0.2232, -2.1527, 0.0429], [2.1553, 2.7661, -2.8930], [-1.0664, -2.7135, 1.0083], [0.1691, 4.5389, 0.6719], [1.2305, 4.2798, -4.6065], [-0.3104, 4.3554, -3.7346], [1.8004, 4.7018, -2.0419], [-0.0759, 3.6086, 1.1796], [-2.2093, 3.2133, -2.9928], [1.9423, 0.0681, 4.5850], [0.1121, -1.1271, 0.1631], [-1.1463, -3.2731, 4.0650], [0.1956, -1.3097, 3.6453], [0.5478, -2.6030, 5.6540], [-1.4845, -1.9536, 2.0691], [1.8516, -0.6443, 5.2410], [2.4226, 5.2238, -2.7693], [-1.4472, 1.2720, -2.6722], [-0.7249, -4.3293, 5.9023], [0.8210, -2.4245, -1.8209], [-0.0653, 3.7730, 2.2563], [-0.8108, -2.1923, 3.2376], [0.5563, 0.3647, -2.4464], [-1.1318, -4.7705, -0.2906], [-0.4208, 3.2661, -1.3599], [-2.4951, 2.2789, -2.5070], [-0.2695, -4.2134, -1.2452], [-3.4203, 1.9186, -2.9618], [0.4017, 2.6134, -1.6384], [-0.7071, -5.2975, -3.2340], [-1.9488, -3.9421, 3.7763], [-1.7077, 0.3921, -3.0949], [0.2466, 2.8284, -4.4635], [-1.0611, 3.2588, 0.8806], [1.2924, 3.3835, -2.6412]], "forces_ev_per_a": [[-0.02, 0.13, 0.02], [0.92, -0.71, 0.12], [-1.50, -0.68, -1.36], [0.28, 0.79, -0.53], [-0.04, 0.04, -0.09], [0.24, -0.14, 0.10], [-0.30, 0.11, 1.53], [-0.47, 0.11, -1.84], [-0.13, 0.10, -0.06], [-0.24, -0.21, 0.43], [0.07, 0.20, 0.04], [-0.38, -0.02, -0.43], [0.12, 0.04, -0.26], [0.07, 0.05, -0.04], [0.15, -0.60, 0.24], [-0.06, -0.11, -0.09], [-0.55, 0.13, -0.31], [0.03, 0.03, -0.01], [0.08, -0.03, -0.04], [-0.01, 0.16, 0.09], [-0.10, -0.18, -0.04], [-0.01, -0.21, 0.08], [0.33, -0.74, -1.37], [-0.20, 0.14, -0.09], [-0.07, 0.03, 0.03], [-0.09, 0.09, -0.07], [0.12, -0.62, 0.24], [0.24, -0.11, -0.18], [-0.14, -0.01, 0.04], [-0.08, -0.35, 0.24], [-0.03, -0.08, -0.02], [-0.03, -0.01, -0.08], [-0.38, -0.28, -0.31], [-0.02, -0.16, 0.14], [-0.25, 0.23, -0.19], [-0.04, 0.02, -0.06], [-0.06, 0.03, 0.04], [-1.14, 0.46, -0.24], [0.04, 0.16, -0.11], [-0.12, -0.07, 0.15], [0.06, -0.11, -0.16], [0.80, -0.25, 1.83], [0.31, 0.27, 0.15], [0.07, 0.48, 0.14], [0.01, 0.13, 0.29], [0.37, -0.10, 0.10], [0.02, 1.14, 1.61], [0.22, 0.01, 0.07], [0.32, -0.09, 0.11], [1.81, -0.12, 0.56], [0.06, 0.07, -0.02], [0.15, 0.04, 0.09], [-0.16, 0.03, -0.11], [-0.18, 0.14, -0.07], [-0.09, 0.66, -0.26]], "lowdin_charge": [0.080, -0.465, -0.486, -0.067, 0.114, 0.022, -0.550, 0.127, 0.083, 0.000, 0.126, -0.308, 0.016, 0.111, -0.062, 0.154, 0.129, 0.119, 0.119, 0.077, 0.023, 0.143, -0.254, 0.075, 0.083, 0.076, -0.067, 0.011, 0.071, 0.113, 0.114, -0.022, 0.067, -0.023, 0.017, 0.053, 0.081, 0.042, 0.106, 0.120, 0.088, -0.261, 0.045, 0.004, 0.124, -0.056, -0.174, 0.092, -0.196, 0.118, 0.103, 0.149, 0.081, 0.077, -0.361], "homo_ev": -8.6, "spin_multiplicity": 1, "largest_force_ev_per_a": 2.14, "lumo_energy_ha": 0.0146, "energy_ha": -1376.813072}


(3)
{"formula": "C5H10NO", "method": "the ωB97M-V functional and the def2-TZVPD basis", "symbols": ["C", "H", "H", "H", "C", "C", "H", "H", "H", "C", "H", "H", "C", "O", "H", "H", "N"], "positions_angstrom": [[0.2129, -0.4807, -0.2534], [1.5043, -0.0670, -1.8720], [1.5193, 1.3581, 1.4412], [0.7719, -0.7381, 0.6169], [-1.6092, -1.4813, 1.0132], [-1.2011, -0.7998, -0.0752], [-2.0053, -0.3104, -0.6666], [-2.6870, -1.8257, 1.2377], [1.0654, -1.7480, -2.0682], [0.7016, -0.7312, -1.6820], [-0.9289, -1.8000, 1.7794], [0.4528, 2.8619, 1.2788], [0.6256, 1.7114, 1.0820], [1.5056, 1.6018, -1.0164], [-0.2232, 1.3890, 1.7564], [-0.1273, -0.2391, -2.2886], [0.4226, 1.2993, -0.2831]], "forces_ev_per_a": [[-2.52, 0.40, -2.44], [1.07, 0.30, -0.28], [2.25, -0.55, 0.94], [0.81, -0.36, 0.35], [-2.91, -1.67, 2.71], [0.44, 1.20, -1.04], [1.02, -0.43, -0.20], [1.68, 0.84, -0.61], [-1.26, 1.09, 0.99], [-0.51, -0.29, -0.88], [0.48, -0.30, 0.21], [1.06, -1.62, -0.82], [-4.52, 3.18, 1.08], [-2.04, 0.98, 1.40], [0.81, -0.56, -0.93], [0.86, -1.30, 0.25], [3.30, -0.90, -0.72]], "lowdin_spin": [0.128, 0.008, 0.013, 0.009, 0.349, 0.218, 0.008, 0.046, 0.003, 0.029, 0.052, 0.024, 0.080, 0.538, 0.026, 0.004, 0.466], "homo_ev": [0.8, -3.9], "spin_multiplicity": 3, "largest_force_ev_per_a": 5.64, "lumo_energy_ha": [0.1652, 0.1376], "total_charge": -1, "energy_ha": -326.286330, "s2": 2.009}


What is the formula in the first record?
C42H40CdN3O6PS4